31
Properties=species:S:1:pos:R:3 method="wB97M-V/def2-TZVPD" total_charge=+1 e_tot_ev=-13719.8675 e_lumo_ev=-3.68 homo_lumo_gap_ev=7.77
Cs 26.125 -4.135 -18.704
C 28.089 -3.447 -15.073
C 29.219 -2.785 -15.829
C 30.076 -3.846 -16.523
C 31.088 -3.310 -17.538
C 30.323 -2.536 -18.593
C 29.287 -1.510 -18.131
N 28.588 -1.995 -16.919
O 27.639 -1.058 -16.490
C 29.967 -0.149 -17.860
C 28.292 -1.300 -19.255
C 30.068 -1.891 -14.932
H 28.365 -3.895 -14.109
H 27.592 -4.340 -15.481
H 27.322 -2.718 -14.807
H 30.579 -4.484 -15.793
H 29.443 -4.534 -17.101
H 31.731 -4.032 -18.033
H 31.747 -2.632 -16.986
H 29.881 -3.189 -19.359
H 31.013 -2.000 -19.259
H 30.401 0.253 -18.777
H 29.187 0.578 -17.616
H 30.688 -0.200 -17.049
H 28.032 -2.163 -19.881
H 27.335 -0.830 -19.002
H 28.684 -0.583 -19.982
H 29.664 -0.879 -14.826
H 31.068 -1.764 -15.344
H 30.142 -2.188 -13.884
H 26.790 -1.510 -16.489